Entry from the Open Molecules 2025 dataset: a cluster of 9 separate species, C18H54O18 in total at a distorted geometry (ωB97M-V with the def2-TZVPD basis set).

Last column: Mulliken charge in e.
Geometry (Å):
O  16.42  -2.27  -9.66  -0.571
C  17.68  -2.57  -9.04  -0.810
C  17.55  -2.77  -7.57  0.486
O  17.72  -1.51  -6.89  -0.561
H  16.07  -1.51  -9.17  0.319
H  18.11  -3.45  -9.50  0.391
H  18.30  -1.70  -9.25  0.297
H  18.25  -3.50  -7.15  -0.032
H  16.59  -3.21  -7.27  0.207
H  17.80  -1.69  -5.94  0.210
O  12.41  0.11  -5.35  -0.541
C  12.89  -0.34  -6.61  -0.706
C  14.23  -1.00  -6.47  0.355
O  14.10  -2.06  -5.55  -0.502
H  12.48  -0.64  -4.75  0.323
H  12.15  -1.06  -6.98  0.303
H  12.95  0.51  -7.29  0.363
H  14.96  -0.26  -6.10  0.256
H  14.57  -1.32  -7.46  -0.096
H  14.95  -2.23  -5.12  0.211
O  18.86  -2.74  -4.03  -0.045
C  19.51  -3.85  -4.64  0.333
C  20.61  -3.44  -5.58  -0.742
O  21.74  -2.85  -4.96  -0.588
H  19.55  -2.07  -3.93  -0.070
H  19.96  -4.44  -3.82  0.385
H  18.88  -4.53  -5.20  -0.501
H  20.29  -2.74  -6.36  0.300
H  20.92  -4.35  -6.10  0.461
H  21.49  -1.92  -4.86  0.380
O  19.60  -2.62  0.35  -0.518
C  18.69  -2.88  1.44  -0.316
C  17.63  -1.82  1.61  0.336
O  17.91  -0.84  2.63  -0.584
H  20.03  -1.78  0.51  0.288
H  18.25  -3.84  1.18  0.189
H  19.26  -2.97  2.38  0.399
H  16.70  -2.31  1.88  -0.235
H  17.52  -1.24  0.68  0.124
H  18.61  -0.29  2.27  0.340
O  20.61  -0.34  -4.04  -0.508
C  19.39  0.40  -3.88  -0.633
C  18.92  0.31  -2.46  0.361
O  19.91  0.81  -1.58  -0.591
H  21.19  -0.03  -3.33  0.314
H  19.57  1.45  -4.11  0.377
H  18.62  -0.02  -4.53  0.128
H  18.58  -0.70  -2.16  -0.230
H  17.99  0.89  -2.31  0.394
H  19.53  0.88  -0.70  0.300
O  16.11  -2.60  -3.49  0.067
C  15.82  -2.40  -2.11  -0.445
C  16.12  -3.60  -1.26  -0.040
O  15.46  -3.46  -0.02  -0.333
H  17.07  -2.78  -3.51  -0.043
H  16.37  -1.53  -1.72  0.012
H  14.75  -2.19  -2.02  0.467
H  17.19  -3.70  -1.07  0.099
H  15.78  -4.50  -1.80  0.270
H  14.83  -4.17  0.14  0.163
O  12.93  -5.42  3.49  -0.510
C  14.27  -5.55  4.02  -0.371
C  15.32  -5.18  2.98  0.028
O  16.52  -5.85  3.35  -0.565
H  12.38  -5.98  4.03  0.282
H  14.39  -4.81  4.82  0.233
H  14.39  -6.58  4.34  0.367
H  15.43  -4.10  2.88  0.096
H  14.99  -5.52  1.99  0.177
H  16.81  -6.38  2.61  0.354
O  16.52  -6.31  -6.87  -0.540
C  17.00  -6.69  -5.60  -0.226
C  16.29  -5.98  -4.46  -0.375
O  14.88  -6.23  -4.54  -0.561
H  15.65  -5.90  -6.77  0.370
H  17.03  -7.77  -5.41  0.361
H  18.04  -6.35  -5.59  0.165
H  16.38  -4.90  -4.41  0.162
H  16.68  -6.43  -3.54  0.393
H  14.71  -7.17  -4.42  0.304
O  12.00  -3.91  -1.93  -0.394
C  11.27  -4.83  -1.13  -0.745
C  12.10  -5.66  -0.18  -0.202
O  12.82  -4.73  0.63  -0.485
H  12.65  -4.41  -2.44  0.237
H  10.54  -4.26  -0.55  0.336
H  10.63  -5.45  -1.78  0.353
H  12.79  -6.31  -0.72  0.245
H  11.42  -6.18  0.49  0.368
H  13.08  -5.08  1.49  0.177

- Frontier orbital gap: 9.68 eV
- Calculated total energy: -56391.877 eV
- LUMO: 0.0 eV
- Net charge: 0
- Energy above the lowest of the compared OMol25 structures with the same formula, charge and spin: 103.6 kJ/mol
- Structure (SMILES): OCCO.OCCO.OCCO.OCCO.OCCO.OCCO.OCCO.OCCO.OCCO